Entry 1:
The following is a quantum chemistry calculation of a structure of composition C20H39N6OSbTi, from the OMol25 dataset.

Positions of all 68 atoms, in Å:
Ti: -0.25 -0.56 0.35
C: -3.12 0.22 0.90
C: -2.71 -0.14 2.33
N: -1.23 -0.29 2.45
C: -0.82 -1.44 3.28
C: -0.83 -2.72 2.48
C: -1.21 -3.95 3.00
C: -1.18 -5.05 2.17
C: -0.81 -4.91 0.84
C: -0.45 -3.65 0.39
C: -0.03 -3.35 -1.03
N: -0.51 -2.01 -1.44
C: -1.92 -2.01 -1.92
C: -2.69 -0.79 -1.41
N: -2.49 -0.78 0.04
N: -0.44 -2.60 1.21
H: -2.75 1.21 0.62
H: -4.21 0.24 0.82
H: -3.16 -1.10 2.58
H: -3.09 0.59 3.04
H: -0.86 0.55 2.88
H: -1.44 -1.54 4.18
H: 0.21 -1.25 3.62
H: -1.53 -4.03 4.04
H: -1.47 -6.03 2.55
H: -0.81 -5.75 0.17
H: -0.38 -4.13 -1.71
H: 1.06 -3.34 -1.07
H: 0.08 -1.69 -2.19
H: -2.41 -2.90 -1.53
H: -1.96 -2.07 -3.01
H: -3.74 -0.86 -1.70
H: -2.28 0.14 -1.82
H: -2.76 -1.70 0.39
C: 3.76 -0.90 2.59
Sb: 2.35 0.18 1.43
C: 1.94 1.75 2.82
C: 3.68 1.22 0.14
H: 4.50 -0.21 2.99
H: 4.26 -1.64 1.96
H: 3.27 -1.42 3.41
H: 2.84 2.33 3.00
H: 1.61 1.33 3.77
H: 1.17 2.42 2.44
H: 4.31 1.89 0.73
H: 3.13 1.80 -0.60
H: 4.32 0.51 -0.37
C: -0.80 3.61 -0.21
N: -0.13 3.26 -1.45
C: 0.20 4.38 -2.33
C: 0.35 3.89 -3.75
C: 1.38 2.78 -3.78
N: 1.08 1.77 -2.77
C: 1.67 0.46 -2.99
C: 0.33 2.01 -1.68
O: 0.06 1.08 -0.87
H: -1.74 4.11 -0.42
H: -0.17 4.28 0.38
H: -0.99 2.71 0.37
H: 1.11 4.87 -1.99
H: -0.61 5.10 -2.25
H: 0.66 4.70 -4.40
H: -0.61 3.52 -4.12
H: 2.38 3.18 -3.61
H: 1.38 2.28 -4.75
H: 2.69 0.60 -3.38
H: 1.11 -0.11 -3.74
H: 1.74 -0.09 -2.06

lowest unoccupied orbital energy (alpha / beta) = -0.18047 / -0.18876 hartree
E_tot = -62003.873 eV
total charge = +2
HOMO level (alpha / beta) = -0.44512 / -0.52363 Ha
<S²> = 2.005
spin multiplicity = 3
Kohn-Sham gap (alpha / beta) = 7.2014 / 9.1123 eV


Entry 2:
The following is a quantum chemistry calculation of a cluster of 11 separate species, C16H54N8O11 in total in a non-equilibrium geometry, from the OMol25 dataset.

Positions of all 89 atoms, in Å:
N: 2.62 2.70 -3.57
C: 2.24 1.57 -3.97
N: 1.36 1.06 -3.15
O: 2.46 0.95 -5.18
H: 3.34 3.20 -4.15
H: 2.23 3.21 -2.73
H: 1.03 0.17 -3.37
H: 0.81 1.68 -2.51
N: -0.96 -5.33 -0.22
C: -1.55 -4.20 -0.11
N: -1.72 -3.81 1.17
O: -2.14 -3.53 -1.18
H: -0.58 -5.63 -1.15
H: -0.55 -5.75 0.58
H: -2.20 -2.98 1.52
H: -1.30 -4.23 2.00
N: -0.05 2.63 -1.42
C: 0.47 3.85 -1.67
N: 1.63 4.04 -1.16
O: -0.17 4.63 -2.60
H: -0.98 2.48 -1.83
H: 0.29 1.85 -0.78
H: 2.05 4.97 -1.33
H: 2.03 3.45 -0.43
N: 3.57 0.84 -1.21
C: 3.79 -0.43 -1.07
N: 4.83 -0.73 -0.31
O: 2.95 -1.40 -1.64
H: 2.77 1.06 -1.81
H: 4.35 1.50 -1.09
H: 5.31 -1.66 -0.39
H: 5.59 -0.07 -0.21
C: -5.45 1.24 2.61
C: -4.50 1.80 1.50
O: -3.49 0.90 1.24
H: -5.84 0.25 2.32
H: -6.37 1.87 2.58
H: -5.10 1.23 3.61
H: -4.07 2.75 1.74
H: -5.03 1.74 0.48
H: -2.75 1.48 1.05
C: -1.01 -1.82 3.92
C: -2.48 -1.37 3.74
O: -2.91 -1.77 2.49
H: -0.44 -1.22 3.23
H: -0.97 -2.91 3.66
H: -0.68 -1.73 4.93
H: -2.57 -0.27 3.84
H: -3.16 -1.82 4.44
H: -3.16 -0.96 2.08
C: 3.01 2.88 2.87
C: 3.17 1.78 1.84
O: 2.67 2.22 0.61
H: 1.96 3.13 3.01
H: 3.65 3.72 2.56
H: 3.39 2.49 3.81
H: 2.74 0.95 2.24
H: 4.28 1.62 1.73
H: 2.98 1.52 -0.02
C: -4.25 2.19 -2.18
C: -3.44 0.93 -2.20
O: -2.05 1.21 -2.54
H: -3.65 2.97 -1.65
H: -5.20 1.91 -1.64
H: -4.58 2.52 -3.17
H: -3.96 0.25 -2.85
H: -3.44 0.46 -1.27
H: -1.88 0.49 -3.16
C: 2.58 -3.04 3.34
C: 2.84 -2.34 1.97
O: 3.87 -1.36 2.17
H: 1.87 -2.46 3.96
H: 3.56 -3.33 3.69
H: 2.01 -3.88 3.09
H: 1.90 -1.87 1.79
H: 3.06 -2.96 1.15
H: 4.08 -1.08 1.23
C: -0.99 -1.87 -3.94
O: 0.39 -1.55 -3.62
H: -1.61 -1.69 -3.01
H: -1.12 -2.90 -4.31
H: -1.42 -1.33 -4.74
H: 1.03 -2.10 -4.08
C: -0.54 -0.90 -0.11
O: 0.61 -0.03 -0.17
H: -1.47 -0.41 0.00
H: -0.39 -1.63 0.63
H: -0.63 -1.53 -1.05
H: 1.39 -0.49 -0.48

lowest unoccupied orbital energy = -0.00208 hartree
E_tot = -51907.098 eV
total charge = 0
HOMO level = -0.30553 Ha
SMILES = NC(N)=O.NC(N)=O.NC(N)=O.NC(N)=O.CCO.CCO.CCO.CCO.CCO.CO.CO
Kohn-Sham gap = 8.2572 eV


Entry 3:
The following is a quantum chemistry calculation of a structure of composition C6H6O2 in a non-equilibrium geometry, from the OMol25 dataset.

Positions of all 14 atoms, in Å:
C: 1.73 -0.16 0.61
C: 0.38 -0.14 1.30
C: 0.55 -0.56 -0.93
C: -0.43 -0.56 0.22
C: 0.80 0.75 -0.15
C: -1.90 -0.53 0.05
O: 1.76 -1.11 -0.46
O: 0.47 2.03 -0.33
H: 2.66 0.07 1.10
H: 0.31 -0.71 -1.97
H: -2.24 -1.51 -0.26
H: -2.18 0.19 -0.71
H: -2.37 -0.26 1.00
H: 0.44 2.50 0.52

lowest unoccupied orbital energy = 0.02510 hartree
E_tot = -10408.558 eV
total charge = 0
HOMO level = -0.30829 Ha
Kohn-Sham gap = 9.0719 eV


Entry 4:
The following is a quantum chemistry calculation of a cluster of 2 separate species, C5H15NO in total in a non-equilibrium geometry, from the OMol25 dataset.

Positions of all 22 atoms, in Å:
C: 0.57 -1.34 -1.61
C: 1.96 -0.80 -1.83
C: -0.07 -0.96 -0.28
N: -0.51 0.44 -0.26
C: -0.55 1.06 1.13
C: 0.75 1.06 1.96
H: 0.67 -2.42 -1.65
H: -0.12 -1.04 -2.44
H: 2.54 -0.36 -1.04
H: 2.56 -1.55 -2.33
H: 1.95 0.04 -2.58
H: -0.99 -1.57 -0.13
H: 0.76 -1.16 0.47
H: 0.24 0.96 -0.77
H: -1.31 0.62 1.78
H: -0.87 2.04 0.81
H: 0.42 1.13 2.98
H: 1.37 1.93 1.72
H: 1.36 0.19 1.72
H: -3.40 -0.14 0.99
H: -3.39 1.18 0.39
O: -3.94 0.67 0.99

lowest unoccupied orbital energy (alpha / beta) = 0.14181 / 0.14382 hartree
E_tot = -8963.688 eV
total charge = -1
HOMO level (alpha / beta) = 0.04950 / -0.21013 Ha
<S²> = 0.750
spin multiplicity = 2
Kohn-Sham gap (alpha / beta) = 2.5117 / 9.6312 eV


Entry 5:
The following is a quantum chemistry calculation of a structure of composition C18H32NO2P2Yb in a non-equilibrium geometry, from the OMol25 dataset.

Positions of all 56 atoms, in Å:
C: -0.17 2.25 -2.13
C: -0.48 1.27 -1.16
N: 0.26 1.22 0.01
C: 0.97 2.30 0.37
C: 1.14 3.39 -0.48
C: 0.60 3.34 -1.77
C: -1.53 0.28 -1.29
P: -2.82 0.19 -0.12
Yb: 0.20 -1.32 0.15
P: 2.60 0.79 2.00
C: 1.62 2.27 1.75
C: 1.12 -2.46 1.75
C: -0.17 -2.98 1.89
C: -0.75 -3.62 0.79
C: 0.02 -3.88 -0.34
C: 1.37 -3.52 -0.39
C: 1.96 -2.87 0.70
O: -0.44 2.49 -5.21
O: -0.68 -2.16 -2.60
H: -0.57 2.15 -3.14
H: 1.73 4.24 -0.13
H: 0.80 4.14 -2.49
C: -3.77 1.71 -0.01
C: -3.93 -1.15 -0.58
H: 2.27 3.15 1.88
H: 0.84 2.30 2.53
H: -1.17 2.52 -5.79
H: -1.76 -0.04 -2.31
C: 3.47 0.84 3.55
C: 3.69 0.50 0.62
H: -0.74 -2.82 2.80
H: -1.79 -3.94 0.83
H: -0.42 -4.43 -1.17
H: 1.97 -3.76 -1.27
H: 3.02 -2.61 0.69
H: 1.20 -1.31 1.96
H: -1.35 -2.82 -2.84
H: -0.08 -2.13 -3.32
H: 0.17 1.85 -5.61
H: 1.64 -0.31 2.09
H: -4.77 1.54 -0.43
H: -3.86 2.02 1.04
H: -3.26 2.50 -0.58
H: -4.90 -0.71 -0.82
H: -3.54 -1.67 -1.46
H: -4.04 -1.85 0.25
H: 4.69 0.87 0.88
H: 3.75 -0.57 0.39
H: 3.35 1.04 -0.28
H: 4.46 1.30 3.40
H: 2.90 1.42 4.29
H: 3.59 -0.19 3.91
C: -2.19 -0.15 1.53
H: -2.94 0.22 2.25
H: -1.26 0.41 1.72
H: -2.06 -1.23 1.72

lowest unoccupied orbital energy (alpha / beta) = 0.01117 / 0.01080 hartree
E_tot = -74868.778 eV
total charge = 0
HOMO level (alpha / beta) = -0.12055 / -0.12759 Ha
<S²> = 1.144
spin multiplicity = 2
Kohn-Sham gap (alpha / beta) = 3.5843 / 3.7656 eV


Entry 6:
The following is a quantum chemistry calculation of a structure of composition C6H12O4 in a non-equilibrium geometry, from the OMol25 dataset.

Positions of all 22 atoms, in Å:
C: 1.95 -0.57 1.56
C: 0.66 -0.08 0.91
C: -1.52 -0.86 0.28
C: -1.56 0.12 -0.77
C: -0.15 0.11 -1.46
C: 0.89 0.56 -0.42
H: 2.55 0.05 1.46
H: 1.94 -1.20 2.51
H: 2.17 -1.44 0.85
H: 0.22 0.79 1.56
H: -2.33 -1.92 0.01
H: -2.02 0.39 1.89
H: -1.36 1.15 -0.34
H: -2.32 -0.21 -1.37
H: -0.22 -1.10 -1.61
H: -1.09 0.44 -3.37
H: 2.09 0.28 -0.86
H: 1.85 2.41 0.02
O: -0.18 -1.28 0.77
O: -2.32 -0.58 1.38
O: -0.17 1.04 -2.71
O: 0.92 1.90 -0.30

lowest unoccupied orbital energy = 0.01043 hartree
E_tot = -14598.353 eV
total charge = 0
HOMO level = -0.35575 Ha
Kohn-Sham gap = 9.9642 eV